21
Properties=species:S:1:pos:R:3 method="wB97M-V/def2-TZVPD" total_charge=0 de_lowest_ev=1.558 e_homo_ev=-9.1 e_tot_ha=-312.19778 smiles="C=C(CC)CC.O" homo_lumo_gap_ev=10.092
C -1.8577 0.0619 0.6671
C -0.8843 -0.5748 0.0320
C 0.1694 -1.3784 0.6968
C -0.1705 -2.0813 2.0238
C -0.6561 -0.3412 -1.4628
C -1.8252 0.2854 -2.1940
H -1.8405 0.0579 1.7600
H -2.6459 0.7609 0.4113
H 1.0733 -0.7090 0.6505
H 0.5009 -2.1184 -0.0377
H 0.6577 -2.1120 2.7289
H -0.3371 -3.1233 1.7594
H -1.0564 -1.5997 2.4101
H -0.4030 -1.3277 -1.8736
H 0.2554 0.2454 -1.5735
H -1.4427 0.7300 -3.1224
H -2.2302 1.1159 -1.6164
H -2.6726 -0.4202 -2.2292
O 4.9512 3.8212 0.4631
H 5.7559 3.9720 -0.0300
H 4.6587 4.7355 0.5364